Density functional theory data (wB97M-V/def2-TZVPD) for a gas-phase ion, C4H13N2 (charge +1) at a distorted geometry.

Summary:
structure (SMILES): C[NH+](C)CCN
Kohn-Sham gap: 11.69 eV
energy relative to the best compared isomer or geometry (same formula, charge and spin): 1.8063 eV

```
! RIJCOSX wB97M-V def2-TZVPD def2/J DEFGRID3
* xyz 1 1
C -0.46 -0.74 -1.56
N -0.55 -0.03 -0.28
C -2.04 -0.37 0.10
C 0.56 -0.50 0.66
C 1.79 0.33 0.65
N 1.23 1.78 0.61
H 0.52 -1.05 -1.64
H -1.04 -1.62 -1.62
H -0.81 -0.05 -2.33
H -0.51 1.08 -0.37
H -2.12 -1.44 0.29
H -2.30 0.19 0.99
H -2.68 -0.01 -0.73
H 0.75 -1.49 0.33
H 0.11 -0.58 1.68
H 2.30 0.22 -0.29
H 2.45 -0.01 1.46
H 0.76 1.93 1.52
H 2.06 2.38 0.52
*
```